No. 1
Below is C20H33MnN7O3S as an isolated structure, with properties calculated with ωB97M-V/def2-TZVPD.

CARTESIAN COORDINATES (ANGSTROEM)
Mn -0.4196 -0.7527 0.9395
C 2.6266 -1.0434 -0.1073
O 1.6636 -0.9557 0.9884
C 2.1820 -1.4707 2.2346
C 1.2591 -0.9560 3.2972
O -0.1210 -1.2173 2.8842
C -0.7518 -2.4642 3.3223
C -0.7039 -3.4711 2.2077
O -1.1567 -2.7800 1.0291
C -1.7408 -3.6707 0.0343
H 3.5338 -0.5272 0.1977
H 2.1881 -0.5483 -0.9659
H 2.8325 -2.0904 -0.3231
H 3.1900 -1.0873 2.4035
H 2.2244 -2.5599 2.1847
H 1.3298 0.1266 3.3866
H 1.4410 -1.4099 4.2697
H -1.7794 -2.1963 3.5591
H -0.2512 -2.8186 4.2219
H -1.3802 -4.2949 2.4437
H 0.2919 -3.8823 2.0319
H -2.5574 -4.2180 0.5000
H -0.9818 -4.3620 -0.3310
H -2.1233 -3.0547 -0.7720
C -0.9328 2.1043 -1.4807
C -0.6727 0.6853 -1.8237
N -0.4827 -0.3519 -0.9803
C -0.1826 -1.4770 -1.7651
C -0.2131 -1.1030 -3.0571
N -0.5239 0.2391 -3.0730
C -0.6236 1.0731 -4.3126
N 0.3422 2.0997 -4.3294
N -0.0554 3.3946 -4.0593
N 0.9642 4.1467 -4.0631
C 2.0909 3.3709 -4.3206
C 3.4308 3.7497 -4.4343
C 4.3369 2.7531 -4.7110
C 3.9311 1.4119 -4.8743
C 2.6101 1.0265 -4.7648
C 1.7025 2.0509 -4.4855
H -1.2875 2.2094 -0.4631
H -1.6641 2.5419 -2.1591
H -0.0167 2.6878 -1.5953
H 0.0427 -2.4422 -1.3483
H -0.0412 -1.6637 -3.9608
H -1.6099 1.5304 -4.3515
H -0.5097 0.3861 -5.1501
H 3.7289 4.7832 -4.3242
H 5.3830 3.0005 -4.8267
H 4.6774 0.6682 -5.1212
H 2.3073 0.0029 -4.9467
C -1.6400 2.2868 5.1402
N -1.5112 1.8483 3.7449
C -2.2804 0.9296 3.1872
S -2.1534 0.6900 1.4300
N -3.2016 0.3022 3.8843
C -4.1825 -0.6906 3.4158
H -0.8968 3.0551 5.3269
H -1.4618 1.4539 5.8210
H -2.6282 2.7150 5.3195
H -0.9507 2.4057 3.1193
H -3.3413 0.6262 4.8345
H -3.9314 -1.0126 2.4109
H -5.1742 -0.2434 3.4147
H -4.1743 -1.5394 4.0957

Calculated values
**Net charge**: +3
**Orbital gap (spin up / spin down)**: 3.29 / 5.30 eV
**Spin multiplicity**: 5
**HOMO energy (spin up / spin down)**: -15.371 / -15.375 eV

Löwdin atomic charge list, values in e, 5 entries:
1 Mn 0.89
2 C 0.02
3 O -0.29
4 C -0.12
5 C -0.08

=====

No. 2
Below is an isolated ion of composition C20H33N2O and charge +1, with properties calculated with ωB97M-V/def2-TZVPD.

CARTESIAN COORDINATES (ANGSTROEM)
C -1.8604 -3.7489 -1.3940
H -2.4887 -4.6334 -1.3410
H -0.8494 -4.0298 -1.1070
H -1.8417 -3.4055 -2.4260
C -2.4013 -2.6620 -0.4727
C -1.5323 -1.4083 -0.5380
H -0.4972 -1.6959 -0.3288
H -1.5658 -1.0005 -1.5526
C -1.9476 -0.3153 0.4702
C -0.8377 0.7056 0.4271
O 0.0972 0.6455 1.2327
N -0.9047 1.6064 -0.5614
H -1.7026 1.5194 -1.1724
C -0.0021 2.7082 -0.8938
H -0.6217 3.4138 -1.4546
C 0.5742 3.4356 0.3391
H 0.0008 3.1556 1.2228
H 0.4664 4.5117 0.2109
C 2.0542 3.1141 0.5590
N 2.2589 1.6766 0.3245
C 2.1575 1.3588 -1.1150
H 1.8788 0.3070 -1.2051
C 1.1374 2.2571 -1.8199
H 1.6230 3.1565 -2.1991
H 0.7283 1.7244 -2.6782
H 3.1387 1.4872 -1.5790
C 3.4945 1.1295 0.9285
C 3.5922 -0.3568 0.6961
C 2.6803 -1.2134 1.3048
C 2.7509 -2.5765 1.0792
C 3.7355 -3.0959 0.2543
C 4.6511 -2.2484 -0.3455
C 4.5770 -0.8828 -0.1294
H 5.2982 -0.2270 -0.5954
H 5.4249 -2.6488 -0.9815
H 3.7932 -4.1597 0.0853
H 2.0413 -3.2352 1.5558
H 1.9160 -0.8168 1.9563
H 3.4594 1.3371 2.0009
H 4.3595 1.6424 0.4983
H 1.3929 1.2004 0.8041
H 2.3337 3.3545 1.5857
H 2.6965 3.6885 -0.1130
C -3.3439 0.2740 0.2102
C -4.4105 -0.3127 1.1376
C -5.7858 0.2687 0.8345
H -6.5294 -0.1529 1.5047
H -6.0819 0.0436 -0.1877
H -5.7851 1.3491 0.9620
H -4.4452 -1.3964 1.0281
H -4.1445 -0.0909 2.1731
H -3.6397 0.0973 -0.8266
H -3.3281 1.3553 0.3755
H -1.9203 -0.7554 1.4717
H -2.4224 -3.0342 0.5529
H -3.4223 -2.4204 -0.7682

Calculated values
**Net charge**: +1
**SMILES string**: CCCC(CCC)C(=O)N[C@H]1CC[N@H+](Cc2ccccc2)CC1
**Energy relative to the best compared isomer or geometry (same formula, charge and spin)**: 0.000 eV
**Orbital gap**: 10.15 eV
**Spin multiplicity**: 1
**HOMO energy**: -12.295 eV

Löwdin atomic charge list, values in e, 5 entries:
1 C -0.10
2 H 0.08
3 H 0.07
4 H 0.08
5 C -0.26

=====

No. 3
Below is one molecule with the formula C20H33N3O3S at a distorted geometry, with properties calculated with ωB97M-V/def2-TZVPD.

CARTESIAN COORDINATES (ANGSTROEM)
C -4.0240 -0.1649 2.5544
H -2.9703 -0.3714 2.3943
H -4.5802 -1.0925 2.4508
H -4.1642 0.2181 3.5622
C -4.5019 0.8685 1.5388
N -4.3114 0.4160 0.1767
S -2.9607 1.0123 -0.5664
O -3.0641 0.7280 -1.9694
O -2.7200 2.3730 -0.1830
N -1.8007 0.0871 0.1985
C -1.8015 -1.3037 -0.2087
C -1.0820 -1.5455 -1.5371
H -1.6587 -1.0869 -2.3408
H -1.0141 -2.6207 -1.7074
C 0.3222 -0.9325 -1.5195
C 1.2456 -1.6992 -0.5694
O 0.8855 -2.6474 0.0998
N 2.5203 -1.2549 -0.5654
H 2.7813 -0.4534 -1.1174
C 3.5601 -1.8836 0.2238
C 4.7396 -2.2522 -0.6722
H 4.4262 -2.9837 -1.4129
H 5.1189 -1.3790 -1.1970
H 5.5422 -2.6820 -0.0790
C 3.9601 -1.0310 1.4387
H 3.0482 -0.7711 1.9799
H 4.5673 -1.6591 2.0940
C 4.7501 0.2491 1.1350
C 3.9367 1.3150 0.4563
C 2.9415 1.9867 1.1581
C 2.2049 2.9913 0.5579
C 2.4503 3.3404 -0.7603
C 3.4358 2.6774 -1.4712
C 4.1730 1.6730 -0.8656
H 4.9537 1.1747 -1.4249
H 3.6363 2.9456 -2.4983
H 1.8762 4.1248 -1.2291
H 1.4403 3.5078 1.1182
H 2.7538 1.7281 2.1903
H 5.1069 0.6469 2.0891
H 5.6267 0.0081 0.5331
H 3.1039 -2.8028 0.6109
C 0.2114 0.5475 -1.1354
C -0.4798 0.6782 0.2198
H -0.6088 1.7267 0.4875
H 0.1025 0.1725 0.9970
H 1.1877 1.0302 -1.0994
H -0.4018 1.0613 -1.8793
H 0.7599 -1.0121 -2.5225
H -2.8470 -1.6037 -0.2831
H -1.3131 -1.8833 0.5791
C -5.4683 0.0775 -0.6198
C -6.0761 -1.2618 -0.2131
H -6.8901 -1.5117 -0.8886
H -5.3268 -2.0474 -0.2621
H -6.4680 -1.2159 0.7997
H -6.2296 0.8672 -0.5473
H -5.1162 0.0327 -1.6508
H -3.9288 1.7919 1.6576
H -5.5607 1.0957 1.6953

Calculated values
**Net charge**: 0
**SMILES string**: CCN(CC)S(=O)(=O)N1CCC(C(=O)N[C@@H](C)CCc2ccccc2)CC1
**Energy relative to the best compared isomer or geometry (same formula, charge and spin)**: 0.067 eV
**Orbital gap**: 9.72 eV
**Spin multiplicity**: 1
**HOMO energy**: -8.965 eV

Löwdin atomic charge list, values in e, 5 entries:
1 C -0.07
2 H 0.06
3 H 0.07
4 H 0.07
5 C -0.25

=====

No. 4
Below is one molecule with the formula C20H33N3O3S2 at a distorted geometry, with properties calculated with ωB97M-V/def2-TZVPD.

CARTESIAN COORDINATES (ANGSTROEM)
C -5.6908 -2.6495 0.9298
H -5.1989 -2.3236 1.8423
H -5.2409 -3.5875 0.6106
H -6.7377 -2.8338 1.1602
C -5.5693 -1.6009 -0.1734
C -6.3545 -2.0544 -1.4033
H -7.3960 -2.2342 -1.1474
H -5.9354 -2.9771 -1.7997
H -6.3208 -1.2986 -2.1850
C -4.1073 -1.3413 -0.5564
C -3.3201 -0.5998 0.5218
C -1.8454 -0.4051 0.1636
C -1.5879 0.4455 -1.0829
C -2.1794 1.8582 -1.0429
H -1.8878 2.3810 -1.9565
C -1.7446 2.6967 0.1608
N -0.3124 2.8463 0.2181
C 0.3387 4.0187 0.2312
S -0.4033 5.4900 0.3107
N 1.7119 3.9768 0.2442
C 2.5484 2.9212 -0.0863
C 2.2033 1.9958 -1.0782
C 3.0421 0.9351 -1.3586
C 4.2269 0.7928 -0.6603
C 4.6158 1.7364 0.2731
C 3.7845 2.8021 0.5572
H 4.0777 3.5448 1.2838
H 5.5705 1.6219 0.7613
S 5.2441 -0.6555 -0.9462
O 6.5754 -0.3594 -0.5122
O 5.0099 -1.1088 -2.2839
N 4.6695 -1.8451 0.0619
C 4.9190 -1.7346 1.4791
H 5.7987 -1.1054 1.6068
C 3.7009 -1.1562 2.2079
H 3.8300 -1.2236 3.2892
O 2.5324 -1.8916 1.9117
C 2.2596 -1.9021 0.5273
H 1.3590 -2.5058 0.4041
C 3.4270 -2.5026 -0.2646
H 3.2782 -2.4012 -1.3388
H 3.5260 -3.5643 -0.0118
H 2.0599 -0.8752 0.1823
H 3.5573 -0.1018 1.9231
H 5.1311 -2.7368 1.8682
H 2.8028 0.2211 -2.1311
H 1.2999 2.1365 -1.6515
H 2.1469 4.8379 0.5462
H 0.2259 1.9982 0.3141
H -2.0971 2.2385 1.0902
H -2.1705 3.6998 0.0879
H -3.2677 1.7993 -1.0332
H -1.9987 -0.0657 -1.9550
H -0.5069 0.5037 -1.2373
H -1.3351 0.0384 1.0222
H -1.3947 -1.3873 -0.0014
H -3.3603 -1.1677 1.4529
H -3.7896 0.3675 0.7099
H -4.0967 -0.7509 -1.4745
H -3.6191 -2.2954 -0.7695
H -6.0041 -0.6618 0.1881

Calculated values
**Net charge**: 0
**SMILES string**: CC(C)CCCCCCNC(=S)Nc1ccc(S(=O)(=O)N2CCOCC2)cc1
**Energy relative to the best compared isomer or geometry (same formula, charge and spin)**: 0.164 eV
**Orbital gap**: 8.56 eV
**Spin multiplicity**: 1
**HOMO energy**: -8.418 eV

Löwdin atomic charge list, values in e, 5 entries:
1 C -0.08
2 H 0.07
3 H 0.08
4 H 0.08
5 C -0.44

=====

No. 5
Below is one molecule with the formula C20H33N3O4S, with properties calculated with ωB97M-V/def2-TZVPD.

CARTESIAN COORDINATES (ANGSTROEM)
C 3.9632 -2.2178 4.1877
C 3.3868 -0.9995 3.4867
N 4.2930 -0.4394 2.4752
S 4.3333 -1.0326 0.9595
O 5.7132 -1.0396 0.5583
O 3.5334 -2.2167 0.8678
C 3.6016 0.2309 -0.0719
C 2.1726 0.6124 0.2816
O 1.6117 0.1078 1.2386
N 1.5777 1.5480 -0.5127
C 2.2604 2.2481 -1.5855
C 0.2555 2.0150 -0.1122
C -0.7893 2.1667 -1.2272
C -0.6638 3.4473 -2.0477
N -2.0833 2.1433 -0.5445
C -3.2527 1.9368 -1.2158
O -3.3525 2.0295 -2.4259
C -4.4161 1.5070 -0.3452
C -4.7006 0.0081 -0.5816
C -5.7598 -0.4976 0.3918
C -3.4027 -0.7703 -0.5274
C -2.7107 -0.9742 0.6646
C -1.4516 -1.5568 0.6664
C -0.8451 -1.9724 -0.5179
C 0.5216 -2.6120 -0.4934
C 1.4059 -2.2442 -1.6816
C -1.5478 -1.7841 -1.7032
C -2.8013 -1.1895 -1.7077
H 3.2713 -2.5767 4.9509
H 4.1360 -3.0219 3.4729
H 4.9095 -1.9810 4.6791
H 2.4557 -1.2361 2.9810
H 3.1716 -0.2005 4.1979
H 5.2368 -0.2492 2.7859
H 4.2738 1.0849 0.0117
H 3.6783 -0.1653 -1.0859
H 3.3212 2.0246 -1.5896
H 1.8541 1.9729 -2.5600
H 2.1464 3.3254 -1.4540
H -0.1011 1.2822 0.6090
H 0.3563 2.9781 0.4055
H -0.7348 1.2946 -1.8905
H 0.2081 3.4333 -2.6974
H -1.5448 3.5596 -2.6743
H -0.5924 4.3117 -1.3833
H -2.0759 1.8079 0.4052
H -4.1994 1.6770 0.7133
H -5.2920 2.0988 -0.6135
H -5.0859 -0.0817 -1.5997
H -5.9943 -1.5450 0.2007
H -5.4217 -0.4134 1.4265
H -6.6790 0.0832 0.2959
H -3.1469 -0.6579 1.6066
H -0.9173 -1.6810 1.6016
H 1.0271 -2.3257 0.4286
H 0.4071 -3.7000 -0.4569
H 2.4178 -2.6167 -1.5243
H 1.0365 -2.6654 -2.6175
H 1.4487 -1.1581 -1.8080
H -1.1118 -2.0929 -2.6453
H -3.3116 -1.0204 -2.6487

Calculated values
**Net charge**: 0
**SMILES string**: CCNS(=O)(=O)CC(=O)N(C)C[C@H](C)NC(=O)C[C@H](C)c1ccc(CC)cc1
**Energy relative to the best compared isomer or geometry (same formula, charge and spin)**: 0.572 eV
**Orbital gap**: 9.22 eV
**Spin multiplicity**: 1
**HOMO energy**: -8.761 eV

Löwdin atomic charge list, values in e, 5 entries:
1 C -0.09
2 C -0.28
3 N -0.14
4 S 0.60
5 O -0.30

=====

No. 6
Below is one molecule with the formula C20H33N3O4S2 at a distorted geometry, with properties calculated with ωB97M-V/def2-TZVPD.

CARTESIAN COORDINATES (ANGSTROEM)
C -0.6428 -2.5799 -1.1093
H -0.5403 -1.7088 -1.7503
H -0.9508 -2.2480 -0.1207
H 0.3260 -3.0667 -1.0274
C -1.6609 -3.5689 -1.6803
N -2.9931 -3.0270 -1.7848
S -4.0511 -3.3330 -0.5506
O -3.7252 -4.5910 0.0541
O -5.3822 -3.1053 -1.0264
C -3.6243 -2.0320 0.6136
C -2.8614 -2.3367 1.7257
C -2.4107 -1.3079 2.5387
C -2.7361 -0.0033 2.2143
C -3.5316 0.2981 1.1230
C -3.9888 -0.7318 0.3165
H -4.6216 -0.5483 -0.5372
H -3.7824 1.3296 0.9322
S -1.9224 1.3363 3.0909
O -2.6721 2.5410 2.9105
O -1.5875 0.9060 4.4132
N -0.5019 1.4963 2.2390
C -0.6339 1.9906 0.8890
C 0.7189 2.4970 0.3966
H 1.0282 3.3264 1.0305
H 0.6351 2.8533 -0.6298
C 1.7462 1.3606 0.4678
N 3.0029 1.7457 -0.1463
C 3.8010 2.7130 0.5845
C 4.8591 3.3006 -0.3468
C 5.7605 2.1900 -0.8738
C 4.8968 1.1255 -1.5402
C 3.8312 0.6308 -0.5645
H 3.1982 -0.1105 -1.0590
H 4.3275 0.1406 0.2928
H 4.4002 1.5555 -2.4110
H 5.5090 0.2845 -1.8703
H 6.4847 2.5914 -1.5847
H 6.3139 1.7442 -0.0436
H 4.3580 3.7895 -1.1832
H 5.4452 4.0476 0.1908
H 3.1526 3.5107 0.9468
H 4.3054 2.2527 1.4526
C 1.8257 0.8759 1.9275
C 0.4439 0.4160 2.3828
H 0.4483 0.1417 3.4383
H 0.1328 -0.4584 1.7851
H 2.1571 1.6921 2.5689
H 2.5296 0.0471 2.0171
H 1.3575 0.5313 -0.1398
H -1.3670 2.7970 0.9207
H -1.0010 1.1965 0.2161
H -1.8184 -1.4948 3.4203
H -2.6293 -3.3708 1.9272
C -3.4644 -2.4539 -3.0208
C -2.8646 -1.0837 -3.3310
H -1.8116 -1.1682 -3.5867
H -3.3862 -0.6459 -4.1782
H -2.9662 -0.4193 -2.4765
H -3.2538 -3.1428 -3.8488
H -4.5465 -2.3735 -2.9111
H -1.7285 -4.4396 -1.0239
H -1.3372 -3.9051 -2.6702

Calculated values
**Net charge**: 0
**SMILES string**: CCN(CC)S(=O)(=O)c1ccc(S(=O)(=O)N2CCC(N3CCCCC3)CC2)cc1
**Energy relative to the best compared isomer or geometry (same formula, charge and spin)**: 0.263 eV
**Orbital gap**: 8.70 eV
**Spin multiplicity**: 1
**HOMO energy**: -8.656 eV

Löwdin atomic charge list, values in e, 5 entries:
1 C -0.06
2 H 0.06
3 H 0.05
4 H 0.08
5 C -0.24